Record 1
C33H103NO19 | ωB97M-V/def2-TZVPD

The geometry in XYZ format:
```
156
Properties=species:S:1:pos:R:3:forces:R:3:lowdin_charge:R:1
C 2.561 -35.474 12.611 1.39 -1.37 1.16 -0.02
C 3.504 -34.394 12.198 -0.79 0.72 -2.62 -0.50
C 4.883 -34.875 11.624 -0.44 -0.95 -0.52 -0.09
C 4.822 -35.417 10.159 0.40 -0.72 2.55 -0.19
C 4.173 -34.480 9.217 -1.12 -0.38 0.37 -0.15
C 2.761 -33.975 9.697 0.08 0.05 -1.09 -0.40
N 2.861 -33.521 11.106 1.38 0.14 -0.64 -0.08
O 1.683 -32.847 11.512 0.48 -0.71 0.04 -0.05
C 2.465 -32.712 8.780 -0.54 -0.79 0.43 -0.03
C 1.693 -35.164 9.406 0.88 0.60 0.43 -0.01
C 3.859 -33.493 13.295 1.47 1.92 1.00 -0.07
H 3.053 -35.860 13.503 0.04 -0.50 0.25 0.09
H 2.617 -36.301 11.903 -0.94 0.07 -0.03 0.08
H 1.610 -35.168 13.046 -0.30 0.13 -0.87 0.08
H 5.677 -34.142 11.759 -0.34 0.39 -0.19 0.11
H 5.172 -35.693 12.284 0.14 -0.22 0.03 0.12
H 4.327 -36.377 10.313 -0.48 -0.12 -0.68 0.10
H 5.804 -35.696 9.778 0.23 0.16 0.23 0.11
H 4.041 -35.094 8.326 -0.15 0.65 -0.56 0.12
H 4.888 -33.672 9.061 -0.39 0.29 -0.26 0.12
H 3.302 -32.030 8.626 0.25 -0.15 0.61 0.07
H 2.214 -33.026 7.767 -0.18 -0.31 0.01 0.08
H 1.623 -32.143 9.172 0.00 -0.01 -0.01 0.06
H 1.536 -35.296 8.336 0.11 0.23 -0.06 0.08
H 2.062 -36.119 9.781 0.34 0.02 -0.04 0.06
H 0.706 -35.102 9.865 -0.03 0.64 0.13 0.05
H 4.456 -33.862 14.130 -0.37 -0.96 0.06 0.11
H 3.078 -32.872 13.734 -0.16 -0.13 -0.25 0.08
H 4.636 -32.903 12.808 -0.51 1.06 0.39 0.06
H 1.029 -33.538 11.637 -0.61 -0.26 0.15 0.06
O 3.102 -30.618 12.444 0.57 0.30 0.59 -0.04
H 2.919 -31.547 12.304 -0.13 -0.19 -0.27 -0.02
H 2.539 -30.166 11.815 -0.29 0.09 -0.27 0.00
O -1.369 -28.470 9.612 0.00 -0.39 -1.17 -0.04
H -1.218 -27.948 10.400 -0.16 0.52 0.57 -0.02
H -1.070 -29.349 9.845 0.07 -0.38 0.17 0.05
O 5.228 -27.589 14.885 0.53 0.80 0.02 -0.05
H 4.663 -27.010 14.373 -0.18 0.07 -0.21 0.02
H 4.629 -28.227 15.272 -0.25 -0.55 -0.13 -0.01
O 1.834 -27.059 13.722 0.23 -0.72 -0.51 -0.03
H 1.589 -26.135 13.760 -0.21 0.46 0.21 -0.01
H 1.860 -27.338 14.638 0.05 -0.11 0.27 0.02
O -1.239 -27.310 12.001 0.11 0.02 0.14 -0.03
H -2.101 -26.952 12.209 -0.69 0.18 0.12 0.05
H -0.629 -26.790 12.525 0.35 0.24 0.20 0.06
O 1.009 -28.918 11.641 0.10 -0.48 -0.64 -0.04
H 0.213 -28.386 11.647 -0.10 -0.04 0.14 -0.02
H 1.464 -28.679 12.448 0.17 0.40 0.46 0.01
O -3.115 -29.878 7.243 -0.21 -0.04 -0.28 -0.05
H -2.584 -29.286 7.776 0.21 0.32 0.32 0.00
H -2.960 -30.744 7.620 0.02 -0.19 0.05 0.01
O 0.961 -24.689 14.680 -0.06 -0.01 0.00 -0.03
H 1.742 -24.138 14.638 0.32 0.26 0.08 0.06
H 0.278 -24.173 14.250 -0.33 0.19 -0.14 0.06
O -1.438 -24.211 10.711 -0.10 0.11 0.93 -0.05
H -1.456 -24.579 9.827 -0.12 -0.41 -0.69 -0.01
H -1.623 -23.280 10.587 0.02 0.26 -0.01 0.05
O -2.032 -25.423 8.225 0.00 0.12 0.15 -0.03
H -1.529 -26.108 7.783 0.32 -0.32 -0.05 0.05
H -2.716 -25.186 7.599 -0.20 0.13 -0.11 0.06
C 2.196 -26.052 17.547 0.08 -0.06 0.37 -0.03
C 3.706 -25.762 17.936 -2.83 0.48 -0.81 -0.50
C 3.870 -24.726 18.992 0.12 1.71 1.17 -0.08
O 4.236 -26.951 18.357 1.30 -1.72 0.09 -0.03
H 1.619 -25.291 17.022 0.31 0.31 0.22 0.06
H 1.639 -26.346 18.436 -0.03 0.57 0.59 0.08
H 2.015 -26.972 16.992 0.91 0.04 -0.56 0.04
H 4.218 -25.368 17.058 0.33 -0.58 -0.16 0.13
H 4.890 -24.713 19.377 0.29 0.03 -0.49 0.08
H 3.310 -24.756 19.926 -0.64 -0.88 -0.13 0.08
H 3.624 -23.727 18.634 0.20 0.13 -0.33 0.08
H 3.590 -27.394 18.912 -0.02 -0.02 0.13 0.09
C 7.919 -29.253 14.527 0.11 0.33 1.89 -0.05
C 7.811 -30.575 13.893 1.22 0.58 -0.57 -0.58
C 6.528 -31.187 13.597 -1.96 -1.37 2.87 -0.07
O 8.346 -30.452 12.639 1.78 0.33 -3.30 -0.04
H 7.305 -28.438 14.143 0.08 -0.26 0.02 0.07
H 8.989 -29.047 14.529 -0.03 0.51 -0.31 0.09
H 7.727 -29.460 15.580 -0.49 0.68 0.39 0.08
H 8.519 -31.186 14.452 -0.39 -0.77 0.23 0.14
H 6.204 -31.475 14.597 -0.92 -0.60 0.02 0.09
H 6.692 -32.092 13.011 -0.20 0.05 -0.05 0.09
H 5.723 -30.553 13.223 0.32 0.25 -0.37 0.09
H 7.557 -30.481 12.092 0.61 0.25 -0.81 0.08
C 3.587 -23.111 8.594 1.08 -1.03 0.89 -0.05
C 3.011 -24.515 9.030 1.02 1.98 -1.06 -0.49
C 2.218 -24.591 10.289 -1.01 1.25 0.04 -0.06
O 2.211 -24.813 7.885 -0.05 -0.34 0.59 -0.06
H 4.104 -23.408 7.682 -0.41 0.73 -0.48 0.07
H 4.406 -22.727 9.203 0.13 -0.43 0.59 0.06
H 2.944 -22.233 8.534 -0.64 -0.60 -0.48 0.07
H 3.875 -25.177 9.090 0.11 -0.22 -0.15 0.11
H 1.503 -23.773 10.194 -0.67 -0.21 -0.03 0.07
H 2.708 -24.302 11.219 0.60 -0.66 -0.08 0.08
H 1.682 -25.539 10.330 0.05 -0.04 0.41 0.07
H 1.704 -25.598 8.106 -0.24 -0.55 -0.26 0.05
C 1.731 -29.769 16.652 0.78 -0.04 0.13 -0.03
C 3.254 -30.097 16.561 -2.11 -1.77 -0.23 -0.44
C 3.363 -31.622 16.658 0.92 -1.12 1.43 -0.05
O 3.671 -29.759 15.292 0.70 0.82 -1.30 -0.08
H 1.117 -30.453 16.067 0.35 -0.17 -0.38 0.07
H 1.648 -28.787 16.187 -0.55 0.12 0.57 0.04
H 1.329 -29.897 17.657 0.07 0.68 0.17 0.08
H 3.877 -29.460 17.189 -0.20 -0.50 0.69 0.14
H 2.753 -32.188 15.954 -0.21 0.63 -0.49 0.07
H 3.075 -32.097 17.596 -0.38 0.58 0.49 0.08
H 4.364 -32.042 16.564 0.39 0.50 -0.40 0.07
H 3.404 -30.420 14.649 -0.11 0.05 -0.59 0.07
C -4.759 -25.930 10.660 -1.13 0.22 0.26 -0.04
C -4.918 -25.465 12.128 -1.16 -1.35 -0.83 -0.51
C -5.679 -26.476 13.007 0.43 0.34 -0.07 -0.05
O -3.678 -25.358 12.693 2.39 0.04 1.13 -0.06
H -4.317 -26.923 10.583 0.31 0.10 0.12 0.08
H -4.226 -25.198 10.052 0.38 -0.07 0.20 0.06
H -5.734 -26.010 10.178 -0.23 -0.04 0.07 0.08
H -5.411 -24.494 12.164 -0.34 0.13 -0.11 0.13
H -5.164 -27.435 13.067 -0.16 -0.35 -1.01 0.08
H -6.715 -26.529 12.670 0.03 -0.36 0.31 0.08
H -5.582 -26.250 14.069 -0.52 0.90 0.00 0.07
H -3.063 -24.991 12.054 0.32 0.42 -0.30 0.05
C -2.402 -31.506 14.373 0.59 -0.14 0.35 -0.03
C -1.813 -32.910 14.606 -1.29 0.78 -1.15 -0.54
C -0.617 -33.217 13.771 -0.58 -1.15 -0.89 -0.06
O -1.568 -33.097 15.955 0.31 -0.16 1.57 -0.03
H -2.399 -30.949 15.310 -0.20 -0.13 0.11 0.08
H -3.423 -31.580 13.999 0.13 0.27 -0.11 0.07
H -1.746 -30.939 13.713 -0.28 0.02 -0.34 0.07
H -2.569 -33.645 14.328 -0.36 -0.05 -0.31 0.13
H 0.235 -32.562 13.952 0.15 -0.48 -0.09 0.10
H -0.904 -33.339 12.727 -0.06 1.36 -0.46 0.05
H -0.545 -34.303 13.841 1.44 -0.24 1.04 0.08
H -1.694 -34.034 16.122 0.21 0.00 0.33 0.09
C -1.797 -33.246 9.606 0.42 -0.78 1.59 -0.02
C -2.653 -34.077 10.633 1.21 2.22 -1.94 -0.54
C -3.719 -34.717 9.886 -2.88 -1.24 -0.10 -0.08
O -1.851 -35.024 11.223 1.71 -1.02 0.74 -0.04
H -2.423 -32.661 8.931 0.11 0.09 0.25 0.07
H -1.144 -33.912 9.041 -0.34 -0.22 -0.24 0.07
H -1.095 -32.667 10.206 -0.06 0.65 -0.26 0.06
H -3.010 -33.390 11.400 -0.42 0.19 0.00 0.13
H -4.548 -34.041 9.677 0.06 0.17 -0.18 0.09
H -4.152 -35.473 10.542 -0.37 -0.23 0.11 0.08
H -3.496 -35.271 8.975 0.65 0.34 -0.04 0.10
H -2.378 -35.533 11.843 -0.04 -0.13 0.05 0.10
C 2.453 -29.257 6.726 0.56 -0.34 -0.58 -0.06
C 2.191 -28.733 8.114 -0.02 -0.27 0.42 -0.49
C 3.361 -28.011 8.780 1.18 0.61 -0.79 -0.04
O 1.079 -27.882 8.066 -0.75 1.08 -0.19 -0.05
H 3.317 -29.916 6.810 0.18 -0.04 -0.40 0.08
H 2.612 -28.514 5.944 0.45 0.46 0.40 0.08
H 1.637 -29.832 6.288 -0.28 -0.24 0.60 0.08
H 1.914 -29.609 8.700 0.12 -0.11 0.36 0.12
H 4.231 -28.621 9.021 -0.35 -0.54 0.35 0.08
H 3.151 -27.339 9.612 -0.61 -0.66 0.34 0.06
H 3.832 -27.310 8.090 -0.28 0.15 -0.63 0.07
H 0.427 -28.160 8.714 -0.29 0.04 0.18 0.04
```
Forces are in eV/Å.

Results
Lowest unoccupied orbital energy: -0.1 eV

Record 2
C4H4N2 | ωB97M-V/def2-TZVPD

The geometry in XYZ format:
```
10
Properties=species:S:1:pos:R:3:forces:R:3:lowdin_charge:R:1
C -1.270 1.811 -0.287 0.68 -0.72 0.20 0.13
C -0.492 0.921 -0.039 -0.61 0.73 -0.35 -0.10
C 0.470 -0.166 0.245 0.08 0.09 0.15 -0.41
N 0.771 -1.077 -0.855 -0.09 0.18 -0.08 0.05
C -0.017 -0.937 1.416 -0.21 -0.51 0.68 -0.18
N -0.378 -1.543 2.329 0.28 0.52 -0.76 0.16
H -1.945 2.610 -0.496 0.07 -0.13 0.02 0.03
H 1.411 0.307 0.555 -0.15 -0.14 0.00 0.15
H -0.054 -1.232 -1.426 0.14 -0.02 0.08 0.09
H 1.504 -0.695 -1.443 -0.19 0.01 0.05 0.08
```
Forces are in eV/Å.

Results
Energy above the lowest of the compared OMol25 structures with the same formula, charge and spin: 54.0 kcal per mole
SMILES: C#C[C@H](N)C#N
Lowest unoccupied orbital energy: 0.6 eV

Record 3
C4H7NO3 | ωB97M-V/def2-TZVPD

The geometry in XYZ format:
```
15
Properties=species:S:1:pos:R:3:forces:R:3:lowdin_charge:R:1
N 1.061 0.308 2.094 1.03 3.35 0.66 0.16
C -0.441 0.384 1.539 -1.97 -0.03 1.26 -0.68
O -1.236 -0.257 2.262 1.38 0.70 -1.01 -0.02
O -0.539 1.972 1.862 0.44 -1.26 -0.80 -0.10
C -0.370 0.058 0.091 -0.13 0.28 -0.98 0.08
C -0.353 -0.296 -1.067 0.10 0.25 1.11 0.02
C -0.305 -0.742 -2.461 0.09 0.43 -0.21 -0.28
O -0.711 -2.091 -2.546 -0.03 -0.18 0.09 -0.05
H 0.982 1.374 2.610 -0.19 -3.70 -0.42 0.23
H 1.260 -0.621 2.459 -0.24 0.44 0.93 0.14
H 1.818 0.532 1.449 -0.25 -0.30 -0.62 0.12
H -0.295 2.453 1.064 -0.13 0.16 -0.21 0.06
H -0.961 -0.086 -3.058 0.14 -0.15 0.14 0.12
H 0.724 -0.608 -2.838 -0.22 -0.04 0.09 0.12
H -0.634 -2.379 -3.460 -0.01 0.04 -0.02 0.09
```
Forces are in eV/Å.

Results
Energy above the lowest of the compared OMol25 structures with the same formula, charge and spin: 126.0 kcal per mole
SMILES: [NH3+][C@@]([O-])(O)C#CCO
Lowest unoccupied orbital energy: 0.3 eV

Record 4
C4H8Br2Cl3NPS | ωB97M-V/def2-TZVPD

The geometry in XYZ format:
```
20
Properties=species:S:1:pos:R:3:forces:R:3:lowdin_charge:R:1
C 0.516 -1.866 -1.754 0.01 -0.02 0.06 -0.11
C 0.607 -1.821 -0.257 -0.10 0.12 -0.02 -0.78
Br 0.551 -3.464 0.621 0.02 -0.06 0.02 0.86
C 0.714 -0.699 0.452 0.02 0.09 -0.23 -0.87
Br 0.806 -0.514 2.302 0.11 -0.03 0.08 0.84
N 0.786 0.604 -0.248 -0.15 0.02 0.22 -0.17
P 2.356 1.023 -1.173 0.08 0.06 -0.03 0.37
S 2.010 1.686 -2.903 0.00 -0.01 0.01 0.31
H -0.090 -2.713 -2.062 -0.06 -0.02 0.01 0.08
H 0.067 -0.966 -2.180 0.06 0.00 -0.02 0.07
H 1.504 -2.007 -2.196 0.02 0.02 -0.01 0.10
H 0.027 0.713 -0.931 0.03 -0.10 0.00 0.09
H 0.632 1.335 0.455 -0.13 0.00 -0.05 0.08
H 2.978 -0.212 -0.955 0.02 -0.03 0.01 0.01
H 2.887 1.861 -0.182 0.06 -0.03 0.01 0.00
C -3.224 1.381 2.306 0.06 -0.02 0.02 -1.54
Cl -4.701 0.448 2.329 -0.01 0.01 0.00 0.58
Cl -2.334 1.073 0.774 0.00 -0.01 -0.06 0.49
Cl -3.511 3.096 2.495 -0.01 0.02 0.01 0.57
H -2.580 1.041 3.108 -0.01 0.00 -0.01 0.01
```
Forces are in eV/Å.

Results
Net charge: +1
Lowest unoccupied orbital energy: -3.7 eV

Record 5
C2H11NO3 | ωB97M-V/def2-TZVPD

The geometry in XYZ format:
```
17
Properties=species:S:1:pos:R:3:forces:R:3:lowdin_charge:R:1
C 1.929 0.456 1.463 -0.85 0.09 -1.78 -0.10
N 1.415 -0.287 0.287 -0.97 -0.51 0.69 -0.09
C 0.404 -1.298 0.554 1.11 -1.01 -0.39 -0.30
O -0.700 -1.115 -0.321 -0.41 -0.21 -0.20 -0.08
H 2.995 0.271 1.508 0.09 0.04 0.64 0.06
H 1.352 0.157 2.334 0.39 -0.02 0.35 0.07
H 1.746 1.515 1.276 0.22 0.11 0.28 0.08
H 0.999 0.244 -0.465 0.36 0.80 0.06 0.07
H 0.878 -2.261 0.325 -0.37 -0.26 0.00 0.11
H 0.031 -1.394 1.578 0.22 0.62 0.22 0.11
H -0.898 -1.947 -0.772 0.16 0.27 0.13 0.10
O -2.725 0.733 -0.829 -0.04 -0.94 0.68 -0.07
H -3.644 0.499 -0.662 -0.18 0.40 -0.21 0.05
H -2.264 0.007 -0.352 0.22 0.51 -0.44 0.02
O -0.192 1.690 -1.853 0.12 0.13 0.57 -0.05
H -0.990 1.438 -1.368 -0.08 0.18 -0.02 -0.01
H -0.337 1.291 -2.704 0.03 -0.20 -0.60 0.03
```
Forces are in eV/Å.

Results
Energy above the lowest of the compared OMol25 structures with the same formula, charge and spin: 20.5 kcal per mole
SMILES: CNCO.O.O
Lowest unoccupied orbital energy: 0.5 eV

Record 6
C16H21N3O3 | ωB97M-V/def2-TZVPD

The geometry in XYZ format:
```
43
Properties=species:S:1:pos:R:3:forces:R:3:lowdin_charge:R:1
C 3.383 -3.674 3.071 -2.87 1.96 1.65 -0.09
N 2.838 -2.926 1.802 1.55 -4.25 2.13 -0.18
C 2.017 -1.798 2.166 3.46 -2.98 6.49 -0.31
C 1.246 -1.332 1.119 0.21 5.48 -1.72 -0.25
N 0.421 -2.328 0.786 -7.61 -5.91 -1.18 -0.06
C -0.883 -2.128 0.371 3.14 2.93 -1.16 -0.47
O -1.668 -2.981 0.210 -2.88 -3.41 0.02 0.13
C -1.202 -0.772 -0.117 0.39 2.27 1.95 -0.12
C -0.967 -0.299 -1.355 -5.09 8.98 8.06 0.13
C -1.296 1.152 -1.620 -2.19 -9.19 12.89 -0.25
C -2.020 1.796 -0.619 2.72 4.47 -4.45 -0.15
C -2.124 1.270 0.586 -4.05 10.25 1.01 -0.13
C -1.630 0.196 0.867 0.49 -13.05 5.72 -0.10
H -2.126 -0.287 1.930 2.22 1.10 -2.62 0.21
H -2.507 2.044 1.273 -0.13 -0.92 0.26 0.16
O -2.200 3.226 -0.764 0.58 -0.68 -0.72 -0.02
C -1.416 3.980 -1.938 -7.38 -6.54 -2.33 -0.46
C -2.327 5.084 -2.305 -3.92 -7.69 -7.38 0.01
H -3.476 4.747 -2.741 3.22 0.64 2.02 0.20
H -2.004 5.499 -3.188 1.28 1.08 -2.04 0.06
H -2.317 5.720 -1.649 -0.56 6.87 7.25 -0.01
C -1.416 2.830 -3.030 0.68 6.76 -7.36 -0.30
O -1.362 3.279 -4.312 -0.45 -2.60 5.87 -0.06
N -1.236 1.595 -2.716 2.43 0.98 -16.37 0.12
H -0.990 0.802 -3.879 -0.94 3.11 4.30 0.38
C -0.159 4.327 -1.592 8.70 -1.45 1.16 -0.04
H 0.554 4.880 -2.327 -1.74 -1.07 1.03 0.16
H -0.331 4.890 -0.770 0.28 2.49 2.81 0.06
H 0.485 3.399 -1.092 -1.56 2.06 -1.60 0.18
H -0.601 -0.786 -2.005 4.82 -6.53 -9.00 0.01
C 0.533 -3.826 1.110 8.14 7.31 7.33 0.01
C 2.199 -3.957 0.891 -3.95 3.74 3.10 -0.07
H 2.357 -4.934 1.122 1.57 -2.61 0.52 0.07
H 2.487 -3.587 -0.037 -0.03 -0.32 -2.12 0.09
H 0.118 -4.403 0.535 -4.77 -5.33 -6.66 0.00
H 0.135 -4.085 2.183 1.15 0.63 -1.76 0.16
H 1.883 -1.231 0.101 -0.71 1.47 2.45 0.19
H 0.626 -0.375 1.682 1.78 -2.13 -2.55 0.21
H 1.494 -2.089 3.194 -0.43 0.50 -2.16 0.16
H 2.765 -1.209 2.643 0.42 1.75 -0.32 0.11
H 4.033 -4.406 2.792 1.19 -2.56 -1.39 0.01
H 2.565 -4.211 3.958 1.90 1.80 -2.90 0.16
H 4.119 -3.090 3.664 -1.06 0.60 -0.24 0.07
```
Forces are in eV/Å.

Results
Energy above the lowest of the compared OMol25 structures with the same formula, charge and spin: 400.0 kcal per mole
Lowest unoccupied orbital energy: -0.4 eV

| no. | gap between HOMO and LUMO (eV) |
| --- | --- |
| 1 | 8.57 |
| 2 | 11.06 |
| 3 | 9.47 |
| 4 | 9.67 |
| 5 | 9.13 |
| 6 | 7.50 |